Entry 1:
The following is a DFT calculation (wB97M-V/def2-TZVPD) of C7H20BInNO2 as an isolated structure.

XYZ file:
```
32
Properties=species:S:1:pos:R:3:forces:R:3:lowdin_charge:R:1
C -2.535290 -3.167680 1.049553 0.198 -0.353 -0.168 -0.120
C -1.039624 -2.958017 0.770185 0.066 -0.025 0.485 -0.288
C -0.567874 -1.527927 1.040918 -0.417 -0.075 -0.479 -0.329
C -1.120506 -0.501532 0.039394 0.288 -0.075 0.075 -0.276
In 0.201647 1.206470 -0.538566 -0.234 0.361 -0.530 0.811
C 1.335142 0.613599 -2.378085 -0.177 -0.089 0.334 -0.257
O 1.445960 1.867402 1.024186 0.073 -0.274 -0.128 -0.371
C 2.241648 0.942623 1.686620 -0.075 0.448 0.112 -0.464
C 3.319327 0.301966 0.820808 0.057 -0.260 0.309 -0.108
B -1.153559 3.020080 -1.074518 0.440 0.149 0.046 -0.600
N -1.863973 3.171311 -2.360432 0.141 -0.073 0.117 0.074
O -1.441089 3.997444 -0.115168 -0.592 0.204 -0.451 0.010
H -2.976374 -2.296052 1.525201 -0.094 0.134 -0.034 0.063
H -2.682756 -4.020344 1.711402 -0.068 -0.046 0.117 0.053
H -3.083523 -3.399179 0.139590 -0.183 0.189 -0.082 0.059
H -0.787781 -3.243722 -0.250659 -0.005 0.035 -0.139 0.096
H -0.467230 -3.623906 1.421663 0.053 -0.127 0.002 0.089
H 0.521222 -1.539185 1.036228 0.125 0.079 0.157 0.075
H -0.923698 -1.268278 2.039932 0.331 0.121 0.224 0.100
H -1.323984 -1.024961 -0.900551 0.030 0.050 -0.187 0.028
H -2.085105 -0.117776 0.372364 -0.104 0.043 0.087 0.019
H 0.604384 0.477694 -3.178159 -0.096 0.011 -0.091 -0.047
H 2.018865 1.404308 -2.681678 0.172 0.025 -0.016 -0.041
H 1.875052 -0.327398 -2.277016 0.172 -0.054 -0.029 -0.051
H 1.646547 0.154764 2.172882 -0.077 -0.151 -0.038 0.080
H 2.765634 1.457839 2.508295 0.013 -0.012 0.148 0.092
H 3.768672 -0.536472 1.360622 0.113 -0.064 0.034 0.062
H 4.107340 1.022334 0.612903 0.028 0.089 -0.254 0.065
H 2.913984 -0.089078 -0.109896 -0.052 0.070 -0.143 0.038
H -2.772942 2.723331 -2.387842 -0.194 0.271 -0.068 0.048
H -1.300745 2.777215 -3.102688 -0.177 -0.430 0.007 0.028
H -0.639370 4.503127 0.022510 0.246 -0.172 0.585 0.064
```
Positions in Å, forces in eV/Å.

2S+1: 1
ΔE to the lowest compared entry with this formula, charge and spin (kJ/mol): 0.0
Charge: -1
Max |F| (hartree/bohr): 0.01500
HOMO (eV): -3.67
Molar mass (g mol⁻¹): 275.87
Energy (Eh): -698.96439
Frontier orbital gap (eV): 6.8

Entry 2:
The following is a DFT calculation (wB97M-V/def2-TZVPD) of an isolated molecule of C2H2O3S at a distorted geometry.

XYZ file:
```
8
Properties=species:S:1:pos:R:3:forces:R:3:lowdin_charge:R:1
C 1.141315 -0.123868 -0.173039 -0.435 -1.485 2.208 -0.480
C -0.320225 0.290287 -0.140469 -4.506 -2.088 -0.848 -0.666
H 2.533145 0.201885 0.972748 -1.029 0.444 0.751 0.157
H -1.472928 1.591919 -0.648569 -4.231 0.382 -0.262 0.036
O 1.563544 0.452298 1.001459 2.461 -0.657 -1.715 0.092
O 1.732847 -0.990627 -0.775564 -1.014 2.012 0.287 0.140
O -0.584170 1.519798 -0.513969 5.401 0.271 0.098 0.063
S -1.730283 -0.665254 0.241341 3.354 1.121 -0.519 0.657
```
Positions in Å, forces in eV/Å.

2S+1: 1
ΔE to the lowest compared entry with this formula, charge and spin (kJ/mol): 151.3
Charge: 0
Max |F| (hartree/bohr): 0.10517
SMILES: O=C(O)C(O)=S
HOMO (eV): -9.44
Molar mass (g mol⁻¹): 106.10
Energy (Eh): -701.28278
Frontier orbital gap (eV): 8.8

Entry 3:
The following is a DFT calculation (wB97M-V/def2-TZVPD) of C4H3O2Ru as an isolated structure at a distorted geometry.

XYZ file:
```
10
Properties=species:S:1:pos:R:3:forces:R:3:lowdin_charge:R:1
O -1.914905 -1.019736 1.215973 -1.643 -0.212 -6.026 -0.542
C -0.360102 0.768066 1.389118 2.058 0.485 -0.470 -0.241
C -0.069342 0.701696 0.063442 1.994 2.660 -1.609 -0.198
C 0.535670 1.052625 -1.053772 -2.753 -1.184 3.825 0.046
C 0.945302 0.554930 -2.266511 3.740 -0.713 -3.427 -0.316
O 1.858935 1.011961 -3.033242 -2.713 -0.641 2.034 -0.019
H -1.611328 -0.762461 0.129699 -1.782 -1.055 4.442 0.121
H 0.606939 -0.493590 -2.481265 -0.224 0.732 -0.041 0.124
Ru -0.297927 -1.160430 2.082124 1.807 0.171 1.509 0.979
H -0.042672 1.672068 1.928566 -0.484 -0.243 -0.238 0.047
```
Positions in Å, forces in eV/Å.

2S+1: 6
ΔE to the lowest compared entry with this formula, charge and spin (kJ/mol): 198.0
Charge: 0
Max |F| (hartree/bohr): 0.12153
HOMO (spin up / spin down) (eV): -7.59 / -9.45
Molar mass (g mol⁻¹): 184.14
Energy (Eh): -399.21931
Frontier orbital gap (spin up / spin down) (eV): 6.3 / 7.5

Entry 4:
The following is a DFT calculation (wB97M-V/def2-TZVPD) of an isolated ion of composition C6H8NO4S2 and charge +1 at a distorted geometry.

XYZ file:
```
21
Properties=species:S:1:pos:R:3:forces:R:3:lowdin_charge:R:1
C -2.811218 -1.382429 0.062805 0.727 0.934 -1.393 0.046
C -2.399224 -0.644172 1.173698 -1.066 -1.642 -0.268 -0.022
C -2.372130 -0.948569 -1.249732 -0.086 0.201 3.115 0.022
C -1.554585 0.386568 0.946960 -0.486 2.624 2.580 -0.109
C -1.604720 0.185923 -1.342960 -0.803 0.298 -0.385 -0.100
C 3.757089 0.141981 0.681565 -2.757 0.828 -1.464 -0.021
N -1.332024 0.911950 -0.240215 1.961 -0.467 -1.277 -0.109
O 1.533315 -1.447767 0.443403 0.740 1.913 -0.408 -0.281
O 2.746975 -1.047698 -1.633094 -0.346 1.939 1.360 -0.243
O 1.295248 1.031294 -0.499580 -0.675 1.420 -0.316 -0.599
O 0.103226 3.160686 0.368559 0.155 0.672 1.133 -0.332
S 2.357787 -0.542552 -0.335037 -0.821 -2.665 -0.507 0.796
S 0.096409 2.239883 -0.685031 1.645 -4.073 -0.290 1.095
H -3.436762 -2.252002 0.156555 -0.217 -0.108 -0.008 0.121
H -2.753734 -0.771937 2.213976 0.373 -0.480 -0.893 0.143
H -2.673680 -1.433010 -2.118687 -0.369 -0.964 -1.259 0.101
H -1.334106 0.937689 1.891446 0.588 0.115 -1.278 0.162
H -1.280822 0.585172 -2.315623 -0.126 -0.128 0.537 0.139
H 4.692553 -0.136961 0.288916 0.931 -0.697 -0.402 0.073
H 3.541259 1.181569 0.556616 0.405 0.865 0.103 0.056
H 3.429144 -0.155612 1.635454 0.226 -0.586 1.321 0.061
```
Positions in Å, forces in eV/Å.

2S+1: 1
ΔE to the lowest compared entry with this formula, charge and spin (kJ/mol): 0.0
Charge: +1
Max |F| (hartree/bohr): 0.08561
HOMO (eV): -14.66
Molar mass (g mol⁻¹): 222.27
Energy (Eh): -1385.15282
Frontier orbital gap (eV): 9.6